Here is 2 unconnected molecules or ions with the total composition C7H11NS at a distorted geometry from the OMol25 dataset. Energies are from ωB97M-V with the def2-TZVPD basis set.

Positions of all 20 atoms, in Å:
C 0.0298 1.6127 -0.5838
C -1.0590 0.8846 -0.1746
C -0.5010 -0.2238 0.6809
C 0.1342 -1.2528 -0.2333
C 1.3973 -0.5528 -0.7640
C 1.1685 0.8195 -0.0994
C 0.7138 0.4973 1.3152
H -0.0957 2.3731 -1.3205
H -2.0836 1.1456 -0.2855
H -1.2215 -0.7473 1.3629
H -0.5378 -1.5748 -0.9986
H 0.4472 -2.1347 0.2724
H 2.3885 -0.9408 -0.2591
H 1.6308 -0.5150 -1.7588
H 2.1771 1.3838 -0.0857
H 1.4687 0.0175 1.9115
H 0.5200 1.4138 1.9484
N -4.6657 0.3541 0.1461
S -4.0780 -0.6714 -0.7795
H -3.9777 0.9863 0.5858

Computed properties:
HOMO (alpha / beta): -8.48 / -8.47 eV
energy: -19758.794 eV
maximum force: 0.117 Eh/bohr
SMILES: C1=C[C@H]2CC[C@@H]1C2.N=S
energy above the lowest of the compared OMol25 structures with the same formula, charge and spin: 88.0 kcal per mole
LUMO (alpha / beta): -1.1153 / -1.1127 eV


Here is a single C7H11NS molecule at a distorted geometry from the OMol25 dataset. Energies are from ωB97M-V with the def2-TZVPD basis set.

Positions of all 20 atoms, in Å:
C -0.4387 0.2045 -2.0405
C 1.6199 0.3869 -0.2498
C -1.4796 0.5074 -2.7478
C -0.3503 -0.5016 0.8161
C 2.9634 0.7268 0.3568
C -1.4755 0.4611 0.8110
C -0.6615 -1.8140 1.5071
N 0.8955 -0.3502 0.5017
S 1.0075 1.0044 -1.7337
H -1.8012 1.3654 -3.2068
H -2.3485 -0.3162 -2.9263
H 3.4354 -0.0032 0.9538
H 2.8163 1.5464 0.9562
H 3.5796 1.0812 -0.3643
H -2.4168 -0.1607 0.5356
H -1.3104 1.3171 0.0041
H -1.5956 1.0456 1.6662
H -1.1295 -1.7670 2.4853
H 0.1196 -2.4302 1.6043
H -1.4294 -2.3036 1.0712

Computed properties:
HOMO (alpha / beta): -5.81 / -8.75 eV
energy: -19756.469 eV
multiplicity: 3
maximum force: 0.101 Eh/bohr
⟨S²⟩: 2.0257
energy above the lowest of the compared OMol25 structures with the same formula, charge and spin: 49.8 kcal per mole
LUMO (alpha / beta): 0.9032 / -1.0456 eV


Here is 2 unconnected molecules or ions with the total composition C7H11O at a distorted geometry from the OMol25 dataset. Energies are from ωB97M-V with the def2-TZVPD basis set.

Positions of all 19 atoms, in Å:
C -1.3538 -0.5755 2.4579
O -2.4233 -0.1660 3.1225
C -0.6742 0.4749 1.4854
C 0.5565 -0.0385 0.7664
C 0.9189 0.7523 -0.4733
C -0.1003 0.6683 -1.5311
C 2.3155 0.6868 -2.5912
C 1.2792 0.3009 -1.7884
H -1.5034 -1.4761 1.7936
H -0.4874 -0.8964 3.1204
H -0.5671 1.3402 2.1417
H -1.4443 0.6867 0.7295
H 1.3634 -0.0288 1.5117
H 0.3999 -1.0949 0.5227
H -0.5791 1.2773 -2.2816
H -1.9073 -2.0192 -1.6475
H 2.1506 1.0996 -3.5788
H 3.2354 0.9660 -2.0912
H -1.1791 -1.9575 -1.6686

Computed properties:
HOMO: -2.39 eV
charge: -1
energy: -9477.257 eV
maximum force: 0.137 Eh/bohr
energy above the lowest of the compared OMol25 structures with the same formula, charge and spin: 134.8 kcal per mole
LUMO: 2.0362 eV


- Which of these has the lowest energy?
  number 1